Entry 1:
Here is a 11-piece molecular cluster, C49H126N6O16 overall from the OMol25 dataset. Energies are from ωB97M-V/def2-TZVPD.

Structure (XYZ):
```
197
Properties=species:S:1:pos:R:3:mulliken_charge:R:1
C -3.52442 -6.33245 0.63650 -1.369
C -3.53816 -4.78993 0.61569 0.493
C -4.89131 -4.17437 0.94705 -1.091
O -2.58773 -4.34507 1.55526 -0.541
H -4.01560 -6.72191 1.52823 0.340
H -2.52530 -6.69850 0.87287 0.320
H -3.94585 -6.81561 -0.24501 0.363
H -3.24729 -4.37613 -0.34986 0.320
H -4.86259 -3.08570 0.99273 0.278
H -5.41572 -4.73147 1.72340 0.319
H -5.38547 -4.48538 0.02663 0.340
H -2.26923 -3.53142 1.15760 0.211
C -6.30759 4.54171 0.29992 -1.327
C -5.19749 4.89600 -0.68270 0.573
C -3.86658 5.06618 0.00723 -1.217
O -5.14953 3.80197 -1.54296 -0.458
H -6.55941 5.39969 0.92324 0.400
H -6.13289 3.68981 0.95707 0.262
H -7.24925 4.41027 -0.23308 0.348
H -5.47289 5.70343 -1.36118 0.258
H -3.94061 5.85269 0.75824 0.374
H -3.13659 5.40955 -0.72579 0.239
H -3.50466 4.11129 0.38839 0.303
H -4.57312 3.11224 -1.20589 0.246
C 3.36991 -7.36279 -1.90462 -1.245
C 2.79055 -6.34885 -0.86562 0.392
C 2.13189 -6.87083 0.45356 -1.115
O 3.83667 -5.39834 -0.46802 -0.468
H 4.21247 -7.97430 -1.58177 0.395
H 3.51512 -6.70646 -2.76267 0.314
H 2.53873 -8.02089 -2.15785 0.339
H 2.03199 -5.81404 -1.43718 0.228
H 1.36808 -7.53898 0.05574 0.330
H 1.65561 -6.09561 1.05379 0.253
H 2.79822 -7.46689 1.07711 0.300
H 4.65456 -5.86779 -0.28838 0.279
C -8.25073 -0.43469 -2.87250 -1.550
C -7.58385 -1.47492 -3.75815 0.877
C -6.04422 -1.29822 -3.99111 -1.209
O -7.88343 -2.63255 -3.02131 -0.548
H -7.93271 0.59694 -3.02320 0.288
H -7.96026 -0.53437 -1.82665 0.433
H -9.33697 -0.50821 -2.81954 0.392
H -8.00142 -1.50532 -4.76454 0.117
H -5.69592 -0.32327 -4.33205 0.252
H -5.65879 -2.08075 -4.64471 0.340
H -5.45241 -1.45673 -3.08958 0.281
H -8.52739 -2.36210 -2.36269 0.331
C 4.57074 2.86107 -3.73759 -1.282
C 4.91465 2.62501 -2.27302 0.627
C 5.33308 1.22327 -1.85914 -1.296
O 5.81409 3.57323 -1.88554 -0.539
H 4.05570 3.82114 -3.77100 0.308
H 3.88306 2.09350 -4.09259 0.328
H 5.44061 2.89121 -4.39372 0.340
H 3.93584 2.74353 -1.80830 0.150
H 4.64557 0.40854 -2.08636 0.347
H 5.49564 1.18834 -0.78190 0.311
H 6.31820 0.90424 -2.19957 0.356
H 6.69443 3.32308 -2.17541 0.350
C -1.33933 1.45732 -7.86367 -0.768
O -0.38604 1.10151 -8.89926 -0.374
C 0.97794 0.95702 -8.40432 -0.390
C 1.76535 0.56380 -9.72149 -0.869
N 1.83291 1.74390 -10.55216 -0.439
C 2.90553 2.62498 -10.07527 -0.376
C 2.58104 4.05831 -10.50002 -0.662
O 1.29708 4.28145 -9.87537 -0.208
C 0.54498 5.52226 -10.23889 -0.724
H -1.63350 0.64828 -7.19508 0.304
H -2.20949 1.61576 -8.50069 0.248
H -1.06073 2.41948 -7.43386 0.299
H 0.92518 0.08540 -7.75194 0.474
H 1.20873 1.91742 -7.94339 0.291
H 1.25956 -0.23742 -10.26031 0.320
H 2.66660 0.11673 -9.30198 0.411
H 0.89531 2.10719 -10.45712 0.328
H 3.89105 2.50286 -10.52462 0.328
H 2.99781 2.53197 -8.99316 0.293
H 2.37978 4.05312 -11.57126 0.376
H 3.32645 4.71623 -10.05324 0.373
H 0.29477 5.38963 -11.29146 0.311
H 1.28808 6.31779 -10.18370 0.286
H -0.28259 5.77711 -9.57686 0.164
C -8.88642 6.29186 -5.46489 -0.798
O -7.99002 5.54269 -6.21470 -0.322
C -7.52443 4.31131 -5.59222 -0.412
C -6.38512 3.66740 -6.47773 -0.845
N -5.05234 4.29372 -6.16755 -0.222
C -5.00865 5.65885 -6.58483 -0.485
C -3.50947 6.11553 -6.51487 -0.554
O -3.23560 6.16084 -5.00704 -0.248
C -1.93964 6.68055 -4.59789 -0.764
H -8.55438 6.72054 -4.51933 0.303
H -9.84858 5.78719 -5.37736 0.318
H -9.14331 7.18409 -6.03588 0.273
H -8.46224 3.75729 -5.63300 0.507
H -7.16255 4.26816 -4.56495 0.296
H -6.64484 3.60160 -7.53428 0.393
H -6.24208 2.62331 -6.19932 0.289
H -4.96611 4.26956 -5.16153 0.110
H -5.54635 6.30124 -5.88746 0.213
H -5.50118 5.85265 -7.53769 0.566
H -3.49471 7.07193 -7.03756 0.398
H -2.97439 5.29141 -6.98669 0.191
H -1.77818 7.68556 -4.98773 0.305
H -1.19516 5.99050 -4.99497 0.285
H -1.71629 6.72199 -3.53183 0.203
C -0.60795 1.68261 -1.59339 -0.787
O -1.43735 0.77474 -0.96163 -0.269
C -0.85342 -0.19099 -0.20526 -0.392
C -0.30636 0.29160 1.08006 -0.550
N -0.01196 -0.79725 1.93455 0.052
C 1.38075 -1.34213 1.87273 -0.637
C 1.66259 -2.09076 3.17926 -0.849
O 1.57016 -1.39156 4.36683 -0.199
C 1.43419 -2.12428 5.55496 -0.900
H 0.16171 1.29797 -2.26254 0.327
H -0.06236 2.27381 -0.85794 0.324
H -1.29882 2.24685 -2.21985 0.256
H -0.11284 -0.76155 -0.76571 0.374
H -1.67697 -0.86435 0.03232 0.005
H -1.11977 0.86718 1.52186 0.350
H 0.53034 0.95396 0.85799 0.297
H -0.23257 -0.38431 2.82949 0.073
H 2.09518 -0.51923 1.84943 0.302
H 1.57990 -1.98823 1.01776 0.376
H 2.58190 -2.67588 3.15459 0.550
H 1.07844 -3.01077 3.19996 0.363
H 0.63429 -2.85185 5.69238 0.341
H 1.27346 -1.41761 6.36914 0.233
H 2.31780 -2.73976 5.72385 0.363
C 8.93752 -4.78716 0.94096 -0.810
O 7.61353 -4.15414 1.03700 -0.296
C 7.62104 -2.84054 1.53042 -0.549
C 7.94938 -2.77430 2.99807 -0.488
N 7.67690 -1.37836 3.48549 -0.461
C 6.31080 -1.11176 3.89554 -0.518
C 6.06234 0.39821 4.15234 -0.824
O 6.08718 1.27115 2.94344 -0.203
C 6.18076 2.63736 3.16080 -0.837
H 9.70455 -4.22908 0.40399 0.320
H 8.99612 -5.76171 0.45628 0.269
H 9.16191 -5.16573 1.93818 0.322
H 6.69840 -2.29589 1.32993 0.362
H 8.27073 -2.25657 0.87851 0.345
H 9.03097 -2.76377 3.13275 0.306
H 7.46420 -3.55284 3.58677 0.331
H 7.70131 -0.61993 2.81893 0.299
H 6.18566 -1.68976 4.81116 0.419
H 5.59351 -1.40033 3.12721 0.298
H 6.82319 0.57847 4.91176 0.370
H 5.06728 0.63311 4.53021 0.437
H 7.05454 2.96969 3.72131 0.333
H 5.38424 3.10525 3.73933 0.335
H 6.16519 3.24835 2.25827 0.250
C -5.90934 -0.65298 5.55296 -0.813
O -5.29384 0.57840 5.25264 -0.325
C -3.85716 0.55795 5.12753 -0.304
C -3.47148 1.94032 5.38807 -0.555
N -1.99399 2.26096 4.99736 -0.342
C -0.97113 1.85097 5.90421 -0.640
C -1.16767 2.37266 7.36563 -0.692
O -1.12796 3.77301 7.24810 -0.299
C -1.75255 4.42196 8.28364 -0.777
H -5.56877 -1.44417 4.88503 0.293
H -6.98923 -0.69106 5.40987 0.301
H -5.64363 -1.11824 6.50219 0.336
H -3.56328 0.17016 4.15215 0.233
H -3.46698 -0.14047 5.86786 0.339
H -3.70882 2.32048 6.38166 0.139
H -4.02364 2.45523 4.60190 0.369
H -1.95854 3.26901 5.04904 0.319
H -0.02480 2.20504 5.49530 0.404
H -0.95470 0.76910 5.77248 0.318
H -0.33078 2.10251 8.00963 0.461
H -2.12524 1.96048 7.68385 0.355
H -1.25491 4.21250 9.23052 0.311
H -2.82777 4.33734 8.44125 0.306
H -1.65622 5.48771 8.07626 0.270
C 5.93493 -8.44117 11.52432 -1.224
C 5.88386 -6.90741 11.63089 0.456
C 5.04095 -6.20660 10.61847 -0.715
O 5.71303 -6.13727 9.37028 -0.349
C 5.09915 -6.72049 8.17519 -0.717
N 5.56068 -6.36900 12.99505 -0.759
H 6.78442 -8.93217 11.99909 0.303
H 5.97895 -8.73966 10.47690 0.282
H 5.04458 -8.86736 11.98661 0.326
H 6.92833 -6.60662 11.54895 0.252
H 4.79932 -5.18788 10.92165 0.281
H 4.11212 -6.75755 10.47067 0.409
H 4.08653 -6.32704 8.08624 0.319
H 4.86528 -7.77520 8.32003 0.313
H 5.62452 -6.45570 7.25760 0.247
H 5.51141 -5.36121 12.95005 0.275
H 4.61030 -6.70934 12.96237 0.302
```

Summary:
Lowest unoccupied orbital energy in eV: 0.353
SMILES: COC[C@H](C)N.COCCNCCOC.COCCNCCOC.COCCNCCOC.COCCNCCOC.COCCNCCOC.CC(C)O.CC(C)O.CC(C)O.CC(C)O.CC(C)O
Kohn-Sham gap in eV: 8.76
Molar mass in g/mol: 1055.6
ΔE to the lowest compared entry with this formula, charge and spin in eV: 9.120
Charge: 0

***

Entry 2:
Here is the molecule CHClF2OS from the OMol25 dataset. Energies are from ωB97M-V/def2-TZVPD.

Structure (XYZ):
```
7
Properties=species:S:1:pos:R:3:mulliken_charge:R:1
C 0.80460 -0.13169 -0.39228 0.259
O -1.23366 1.51783 0.92509 -0.443
F 1.10198 0.14877 -1.68009 -0.219
F 1.60669 0.55757 0.38781 -0.182
S -1.26657 0.45392 -0.03690 0.506
Cl -1.61751 -1.28636 0.96142 -0.177
H 0.60446 -1.26004 -0.16505 0.255
```

Summary:
Lowest unoccupied orbital energy in eV: 0.105
Kohn-Sham gap in eV: 9.82
Molar mass in g/mol: 134.5
ΔE to the lowest compared entry with this formula, charge and spin in eV: 0.362
Charge: 0

***

Table of highest occupied orbital energy (eV), in record order: -8.4 -9.7
Table of largest force on an atom (eV Å⁻¹), in record order: 3.7 3.1
Table of total energy (eV), in record order: -94540.8404 -31891.6584